{"formula": "C4H8O2", "method": "wB97M-V/def2-TZVPD", "max_force_ev_per_a": 1.0, "relative_energy_kj_mol": 478.1, "homo_lumo_gap_ev": [8.22, 8.27], "molar_mass_g_mol": 88.11, "elements": ["C", "O", "C", "C", "O", "C", "H", "H", "H", "H", "H", "H", "H", "H"], "positions_angstrom": [[2.2348, 0.3767, 1.0693], [0.9491, 0.4640, 0.9814], [0.2091, 1.0116, 0.0559], [-0.9678, -1.4296, -0.9220], [-1.7590, -0.2935, -0.6808], [-1.2462, 0.7594, 0.1338], [2.6043, -0.0916, 1.9677], [0.0716, -1.3219, -0.5880], [2.8515, 0.7920, 0.2798], [0.7219, 1.4096, -0.8163], [-1.4016, -2.3152, -0.4412], [-0.9529, -1.6004, -2.0040], [-1.5186, 0.6041, 1.1877], [-1.7962, 1.6347, -0.2232]], "forces_ev_per_a": [[1.0, 0.0, -0.1], [-0.7, -0.4, 0.7], [-0.3, 0.3, -0.7], [0.2, -0.3, -0.1], [-0.2, 0.1, -0.2], [0.0, 0.3, 0.2], [0.0, 0.1, -0.1], [-0.2, 0.0, 0.0], [0.0, 0.0, 0.1], [-0.1, 0.0, 0.1], [0.1, 0.1, 0.0], [0.0, -0.1, 0.1], [0.1, -0.1, -0.1], [0.1, 0.0, 0.1]], "lowdin_charge": [-0.0308, -0.0923, -0.1471, -0.1132, -0.1853, -0.1984, 0.0667, 0.0761, 0.0757, 0.1292, 0.0855, 0.0867, 0.1273, 0.1201]}

---

{"formula": "C3H7N3O2", "method": "wB97M-V/def2-TZVPD", "smiles": "[H]/N=C(/N)[N@@+]([O-])(O)C=C", "max_force_ev_per_a": 2.8, "relative_energy_kj_mol": 614.0, "homo_lumo_gap_ev": 9.64, "molar_mass_g_mol": 117.11, "elements": ["N", "C", "N", "C", "C", "O", "O", "N", "H", "H", "H", "H", "H", "H", "H"], "positions_angstrom": [[-0.2709, 0.3105, 0.3121], [1.1604, 0.2983, -0.4560], [1.6922, 1.5297, -0.4226], [-1.2898, -0.5425, -0.2388], [-1.4592, -1.7727, 0.2068], [0.3375, -0.0955, 1.4093], [-0.8382, 1.6467, 0.4677], [1.5571, -0.6840, -1.1116], [-1.0173, 1.6934, 1.4215], [1.2426, 2.2177, 0.1602], [2.6872, 1.5901, -0.5504], [1.0834, -1.5624, -0.9534], [-1.8531, -0.0563, -1.0217], [-0.8141, -2.1563, 0.9835], [-2.2178, -2.4167, -0.2068]], "forces_ev_per_a": [[2.8, 0.1, 0.0], [-1.8, 0.6, -1.4], [0.0, 0.4, 0.2], [-0.6, -0.2, -0.2], [0.3, 0.2, -0.1], [-0.9, -0.3, 1.5], [0.0, -0.1, -0.6], [0.4, -0.2, 0.5], [0.2, -0.4, 0.1], [0.1, -0.1, -0.1], [0.0, -0.1, 0.0], [-0.3, 0.1, -0.1], [0.0, -0.1, 0.0], [0.0, 0.1, 0.1], [-0.1, 0.0, -0.1]], "lowdin_charge": [-0.3612, -0.4358, 0.1591, -0.1164, 0.0746, -0.1337, 0.0130, 0.1566, 0.1178, 0.0958, 0.1143, 0.0507, 0.1240, 0.0732, 0.0680]}

---

{"formula": "C4H12N2O2", "method": "wB97M-V/def2-TZVPD", "smiles": "NCNCCC=O.O", "max_force_ev_per_a": 1.8, "relative_energy_kj_mol": 246.2, "homo_lumo_gap_ev": 9.84, "molar_mass_g_mol": 120.15, "elements": ["C", "C", "C", "O", "N", "C", "N", "H", "H", "H", "H", "H", "H", "H", "H", "H", "H", "H", "H", "O"], "positions_angstrom": [[0.0411, -0.2757, 0.1148], [1.0841, -0.2886, -1.0282], [0.6894, -1.0402, -2.2491], [-0.3926, -0.9641, -2.7956], [0.7654, 0.2457, 1.2658], [0.1802, 0.1213, 2.6041], [0.9805, 0.4755, 3.7729], [-0.3832, -1.2705, 0.3076], [-0.8166, 0.3081, -0.2628], [1.4665, 0.7115, -1.2917], [1.9640, -0.7785, -0.5710], [1.3342, -1.8197, -2.6931], [1.0268, 1.1979, 1.0370], [-0.6877, 0.7787, 2.6531], [-0.0525, -0.9337, 2.7779], [1.5460, -0.3284, 4.0252], [1.6610, 1.2200, 3.6472], [-2.9249, 0.3376, -3.5930], [-3.9736, 1.4563, -3.5658], [-3.5082, 0.8472, -4.1554]], "forces_ev_per_a": [[-0.1, 0.4, -0.7], [1.1, -0.7, 0.9], [-1.3, -0.8, -1.0], [0.1, 0.6, 0.5], [0.5, -0.2, 0.2], [-0.2, 0.6, 0.0], [0.9, -0.5, -0.3], [0.5, 0.1, 0.0], [0.0, 0.2, 0.5], [-0.5, -0.1, 0.0], [-0.2, 0.1, -0.4], [0.7, 0.3, 0.4], [0.0, 0.1, 0.4], [-0.6, -0.3, 0.1], [-0.5, 0.3, -0.4], [0.0, 0.1, 0.1], [-0.4, 0.2, -0.3], [0.3, -0.2, 0.2], [0.2, -0.2, -0.1], [-0.4, 0.4, 0.0]], "lowdin_charge": [-0.2366, -0.1655, -0.2625, 0.0353, -0.0902, -0.3170, -0.0031, 0.1249, 0.1155, 0.1275, 0.1140, 0.1204, 0.1077, 0.1045, 0.1183, 0.0583, 0.0619, 0.0125, 0.0347, -0.0603]}

---

{"formula": "C28H48Br12F12Fe2O8", "method": "wB97M-V/def2-TZVPD", "max_force_ev_per_a": 3.9, "spin_multiplicity": 9, "relative_energy_kj_mol": 0.0, "homo_lumo_gap_ev": [9.59, 9.20], "molar_mass_g_mol": 1811.20, "elements": ["Fe", "Fe", "C", "O", "O", "C", "F", "F", "F", "C", "C", "H", "H", "H", "H", "H", "H", "C", "O", "O", "C", "F", "F", "F", "C", "C", "H", "H", "H", "H", "H", "H", "C", "O", "O", "C", "F", "F", "F", "C", "C", "H", "H", "H", "H", "H", "H", "C", "O", "O", "C", "F", "F", "F", "C", "C", "H", "H", "H", "H", "H", "H", "Br", "C", "C", "Br", "H", "H", "H", "H", "Br", "C", "C", "Br", "H", "H", "H", "H", "Br", "C", "C", "Br", "H", "H", "H", "H", "Br", "C", "C", "Br", "H", "H", "H", "H", "Br", "C", "C", "Br", "H", "H", "H", "H", "Br", "C", "C", "Br", "H", "H", "H", "H"], "positions_angstrom": [[-8.1291, 0.4332, 5.9867], [-5.9777, -0.4818, 8.3443], [-4.3554, 0.8324, 10.0617], [-4.9591, 1.3392, 8.8735], [-4.9934, -0.3628, 10.1703], [-2.8106, 0.9103, 9.8593], [-2.2501, 0.8404, 11.0843], [-2.2795, -0.0998, 9.1170], [-2.4024, 2.0347, 9.2533], [-5.2204, 2.7390, 8.7207], [-5.3228, 3.0633, 7.2362], [-6.3465, 3.0043, 6.8482], [-5.0577, 4.1129, 7.0798], [-4.7006, 2.4930, 6.5506], [-4.3783, 3.3690, 9.0238], [-6.0318, 3.0222, 9.3857], [-4.5509, 1.5298, 10.8875], [-5.1480, -1.0320, 5.7905], [-4.8146, -1.6514, 7.0644], [-6.0332, -0.0978, 6.2492], [-3.9117, -0.5115, 5.0157], [-4.2788, -0.0117, 3.8324], [-3.2715, 0.4455, 5.7314], [-3.0279, -1.5290, 4.8582], [-4.1908, -2.9448, 7.0834], [-4.2711, -3.4413, 8.5257], [-5.1966, -3.1818, 9.0329], [-4.2011, -4.5268, 8.5874], [-3.3885, -2.9866, 8.9790], [-3.1439, -2.8361, 6.8087], [-4.7539, -3.6758, 6.4925], [-5.6407, -1.8349, 5.2326], [-9.0625, -0.5856, 3.6159], [-8.4586, 0.6666, 3.8655], [-9.1966, -1.0674, 4.9104], [-10.3172, -0.4803, 2.7554], [-9.9803, -0.3530, 1.4515], [-11.0852, -1.5872, 2.8720], [-11.0920, 0.5865, 3.0915], [-7.7981, 1.3462, 2.7974], [-6.8094, 2.3524, 3.3356], [-6.1603, 2.7030, 2.5348], [-7.2740, 3.2298, 3.7925], [-6.2292, 1.8817, 4.1364], [-8.4966, 1.8660, 2.1343], [-7.2306, 0.6796, 2.1444], [-8.3681, -1.3675, 3.2796], [-9.0652, 1.1249, 8.4107], [-9.1979, 1.7344, 7.0738], [-8.0357, 0.2750, 8.2875], [-9.0087, 2.2224, 9.4801], [-8.2395, 3.2551, 9.0586], [-10.2099, 2.7091, 9.7887], [-8.4500, 1.7983, 10.6153], [-10.3104, 2.5986, 6.8117], [-10.2818, 3.1100, 5.3862], [-9.4124, 3.7254, 5.1460], [-10.3207, 2.2916, 4.6671], [-11.1174, 3.8034, 5.2793], [-10.1449, 3.5142, 7.3881], [-11.2423, 2.1079, 7.0911], [-10.0120, 0.5837, 8.5282], [-3.2601, -5.0295, 2.8270], [-1.8134, -4.0155, 3.6554], [-0.5620, -4.8203, 3.8941], [0.9292, -3.5974, 4.3159], [-2.2011, -3.7388, 4.6328], [-1.6921, -3.1139, 3.0647], [-0.2666, -5.4634, 3.0671], [-0.6787, -5.5142, 4.7236], [-7.0637, -8.2725, 3.3369], [-5.7153, -7.6389, 4.6281], [-6.1024, -8.0901, 6.0413], [-5.2574, -6.9091, 7.3550], [-5.8688, -6.5633, 4.6016], [-4.7078, -7.8794, 4.3105], [-5.8780, -9.1241, 6.2837], [-7.1811, -7.9837, 6.1299], [-7.7072, -3.5557, 7.3125], [-8.4706, -4.9106, 6.1412], [-8.9325, -4.1574, 4.8980], [-9.7175, -5.4246, 3.6036], [-9.3948, -5.3518, 6.5164], [-7.7109, -5.6737, 6.0181], [-8.0645, -3.8078, 4.3473], [-9.6461, -3.4080, 5.2170], [-9.8816, -3.3338, 13.3800], [-9.1591, -1.5899, 12.9143], [-7.7655, -1.7192, 12.3187], [-7.7371, -2.7043, 10.6451], [-9.0943, -1.0662, 13.8658], [-9.8284, -1.0242, 12.2727], [-7.1227, -2.2826, 12.9943], [-7.2156, -0.7865, 12.1985], [-0.8077, 0.2473, 3.0584], [0.1098, 0.0829, 4.8069], [0.4903, 1.4600, 5.3081], [1.9203, 2.2976, 4.2452], [0.9164, -0.6194, 4.6422], [-0.6642, -0.3201, 5.4564], [0.7977, 1.3901, 6.3504], [-0.3911, 2.0955, 5.2887], [-3.1520, -0.1310, -0.9273], [-4.3883, -0.3524, 0.5336], [-4.3704, -1.7475, 1.1057], [-5.9428, -1.9347, 2.2496], [-5.3136, 0.0445, 0.1176], [-4.1898, 0.4232, 1.2763], [-3.5523, -1.9680, 1.7800], [-4.5009, -2.4684, 0.3057]], "forces_ev_per_a": [[0.7, -2.0, -0.4], [-0.2, 0.8, 1.1], [-1.4, -0.4, -0.6], [0.3, 1.3, -1.0], [1.1, -0.1, 0.0], [0.1, -1.5, 0.1], [0.2, 0.2, -0.3], [-0.5, 0.3, 0.4], [-0.2, 0.2, 0.4], [1.3, 0.3, -0.4], [-1.4, 0.8, -0.4], [0.0, -0.3, 0.1], [0.1, 0.0, 0.1], [0.2, -0.4, 0.5], [0.3, -0.6, 0.5], [-0.4, 0.0, -0.5], [0.0, 0.0, 0.2], [-1.5, -0.7, 1.4], [1.2, -0.3, -0.8], [-0.5, 0.9, -0.9], [-0.2, 0.2, 1.5], [0.5, 0.0, 0.4], [-0.3, -0.3, -0.6], [-0.4, 0.5, -0.5], [-0.8, -0.8, 1.0], [1.0, 0.3, -0.3], [0.0, 0.3, 0.0], [0.2, 0.0, -0.2], [-0.4, -0.2, 0.8], [-0.1, -0.2, -0.3], [0.2, 0.5, -0.6], [0.2, 0.1, -0.6], [1.0, -2.2, 3.1], [0.7, 1.1, -1.2], [-0.9, 1.3, 0.4], [-0.8, -0.2, 0.1], [-0.2, 0.1, 0.3], [0.6, 0.7, -0.1], [0.5, -0.5, -0.2], [0.5, 0.9, -1.0], [-0.1, 0.1, 0.8], [0.1, -0.1, 0.1], [-0.2, 0.0, -0.1], [0.3, 0.0, -0.2], [-0.4, -0.2, 0.2], [-0.3, -0.5, 0.3], [0.0, 0.8, -1.7], [-0.2, -1.5, -0.8], [-0.1, 0.6, 0.2], [0.2, 0.6, -0.2], [1.3, 0.5, 0.1], [-0.4, 0.1, -0.1], [-0.3, 0.0, -0.1], [-0.1, -0.4, 0.1], [0.6, 1.4, -0.1], [-0.1, -0.4, -0.3], [0.3, -0.2, 0.4], [-0.3, 0.2, -0.1], [-0.2, -0.3, -0.2], [-0.4, -0.3, 0.5], [0.0, 0.0, -0.1], [-0.2, 0.0, 0.4], [0.2, -0.1, 0.0], [-0.3, 0.2, 0.7], [0.3, -0.5, -0.3], [-0.5, -0.5, -0.1], [-0.1, 0.2, -0.1], [0.3, -0.1, -0.1], [0.1, 0.5, -0.3], [0.0, 0.3, 0.3], [0.6, -0.2, 0.3], [-0.8, 0.4, 0.6], [-0.3, 0.0, -0.7], [-0.1, -0.3, -0.2], [0.3, 0.1, -0.2], [-0.1, -0.2, -0.1], [0.4, 0.1, 0.0], [0.1, 0.2, 0.3], [-0.2, -0.2, 0.2], [-0.9, 0.2, -0.7], [1.0, -1.1, -0.1], [-0.1, 0.3, 0.4], [0.4, 0.0, 0.8], [0.0, 0.1, -0.2], [-0.2, 0.6, 0.1], [0.0, 0.2, -0.6], [-0.1, 0.2, -0.2], [0.7, 0.3, 0.0], [0.5, -0.3, 0.7], [0.0, 0.3, 0.0], [0.1, 0.1, 0.0], [-0.2, -0.4, -0.1], [-0.2, -0.2, 0.0], [-0.5, 0.2, -0.4], [0.2, -0.1, 0.2], [-0.6, 0.5, -0.6], [0.0, -0.3, -0.1], [-0.5, -0.3, 0.5], [0.1, 0.1, 0.1], [0.2, -0.2, 0.1], [0.4, 0.0, -0.1], [0.2, 0.2, -0.2], [0.5, -0.1, -0.1], [-0.2, 1.3, 0.5], [-0.8, 0.3, -0.3], [-0.3, -0.3, -0.2], [-0.4, -1.0, -0.1], [0.6, -0.3, 0.1], [0.3, 0.1, -0.3], [0.2, -0.2, 0.2]], "lowdin_spin": [3.7447, 3.7414, 0.0103, 0.0312, 0.0665, 0.0015, 0.0004, 0.0001, 0.0005, 0.0042, 0.0002, 0.0001, 0.0001, -0.0001, 0.0012, 0.0001, 0.0013, 0.0135, 0.0342, 0.0878, 0.0015, 0.0006, 0.0001, 0.0008, 0.0054, 0.0007, 0.0004, 0.0001, 0.0000, 0.0007, 0.0005, 0.0011, 0.0062, 0.0285, 0.0694, 0.0012, 0.0003, 0.0008, 0.0001, 0.0031, -0.0013, -0.0001, -0.0002, -0.0006, 0.0007, 0.0005, 0.0012, 0.0118, 0.0467, 0.0570, 0.0013, 0.0003, 0.0004, 0.0009, 0.0056, -0.0001, -0.0002, 0.0001, 0.0000, 0.0011, 0.0006, 0.0008, 0.0000, 0.0000, 0.0000, 0.0000, 0.0000, 0.0000, 0.0000, 0.0000, 0.0000, 0.0000, 0.0000, 0.0000, 0.0000, 0.0000, 0.0000, 0.0000, 0.0021, 0.0011, 0.0002, 0.0001, 0.0001, 0.0000, 0.0000, 0.0001, 0.0002, 0.0001, 0.0003, 0.0073, 0.0000, 0.0000, 0.0000, 0.0000, 0.0000, 0.0000, 0.0000, 0.0000, 0.0000, 0.0000, 0.0000, 0.0000, 0.0000, 0.0000, 0.0002, 0.0005, 0.0000, 0.0000, 0.0000, 0.0000]}

---

{"formula": "C3H4NP", "method": "wB97M-V/def2-TZVPD", "smiles": "N#CP.C#C", "max_force_ev_per_a": 3.7, "relative_energy_kj_mol": 248.1, "homo_lumo_gap_ev": 11.14, "molar_mass_g_mol": 85.05, "elements": ["C", "C", "C", "N", "P", "H", "H", "H", "H"], "positions_angstrom": [[2.8551, 0.2938, -0.2538], [3.3310, -0.7804, -0.0350], [-1.7010, -0.2603, -0.1142], [-0.6286, -0.6583, -0.1761], [-3.1144, 0.7412, -0.2108], [2.8678, 1.3372, -0.4531], [3.3797, -1.8313, -0.1146], [-2.9557, 1.4336, 0.9076], [-4.0338, -0.2756, 0.4498]], "forces_ev_per_a": [[1.0, 1.2, 0.0], [-0.8, -0.9, -0.5], [0.8, 0.2, 0.2], [0.5, -0.6, 0.0], [-2.9, -1.9, -1.4], [-0.6, 0.2, 0.1], [0.4, -0.5, 0.4], [0.5, 1.1, 2.0], [1.0, 1.3, -0.8]], "lowdin_charge": [-0.0234, -0.0162, -0.6261, 0.0817, 0.7687, 0.0118, 0.0096, -0.1586, -0.0474]}

---

{"formula": "C11H16AlBiClO2", "method": "wB97M-V/def2-TZVPD", "max_force_ev_per_a": 2.5, "relative_energy_kj_mol": 0.0, "charge": -1, "homo_lumo_gap_ev": 7.33, "molar_mass_g_mol": 451.66, "elements": ["Al", "Cl", "C", "H", "H", "H", "Bi", "C", "C", "C", "H", "H", "H", "H", "H", "H", "H", "H", "O", "C", "O", "C", "C", "C", "C", "C", "C", "H", "H", "H", "H", "H"], "positions_angstrom": [[1.0944, -0.1509, -0.8911], [1.6464, -2.0719, -1.7480], [2.6315, 1.0516, -1.1821], [2.7376, 1.7774, -0.3615], [2.5883, 1.6220, -2.1196], [3.5386, 0.4367, -1.2105], [-0.1625, 2.2613, -3.4741], [-2.3685, 2.0424, -4.0040], [-0.2364, 4.3247, -2.5441], [-0.4789, 1.0976, -1.5842], [-0.4874, 4.2311, -1.4844], [0.7612, 4.7620, -2.6744], [-0.9933, 4.9024, -3.0856], [-2.9135, 1.7539, -3.0978], [-2.7262, 3.0039, -4.3868], [-2.4515, 1.2609, -4.7693], [-0.6527, 1.8476, -0.7863], [-1.4293, 0.5506, -1.7087], [1.6142, -0.5192, 0.9740], [0.4432, -1.0460, 1.1692], [-0.4524, -0.8854, 0.2618], [0.1723, -1.8905, 2.3538], [-1.0954, -1.8807, 2.9376], [-1.3766, -2.7872, 3.9612], [-0.3955, -3.7019, 4.3717], [0.8719, -3.6967, 3.7737], [1.1655, -2.7741, 2.7721], [-1.8399, -1.1687, 2.5718], [-2.3647, -2.7870, 4.4285], [-0.6186, -4.4142, 5.1689], [1.6347, -4.4116, 4.0841], [2.1436, -2.7401, 2.2844]], "forces_ev_per_a": [[-0.8, 1.7, -0.5], [-0.1, -0.4, -0.4], [0.4, 0.1, -0.1], [0.0, -0.1, -0.1], [0.1, -0.1, 0.0], [0.1, 0.2, 0.0], [-0.1, -0.6, 0.4], [0.1, 0.3, 0.0], [0.0, -0.1, -0.2], [0.6, -0.5, 0.1], [0.0, 0.1, -0.2], [-0.3, 0.0, 0.1], [0.2, 0.1, 0.2], [0.1, 0.1, -0.3], [-0.2, -0.2, 0.0], [-0.1, 0.2, 0.2], [0.1, -0.2, -0.3], [0.3, 0.2, 0.0], [-1.9, -1.0, 0.4], [0.2, 0.9, -1.4], [1.5, -0.7, 1.9], [-0.1, 0.0, 0.0], [0.1, -0.3, 0.1], [0.2, 0.0, 0.0], [0.0, 0.2, -0.1], [-0.2, 0.1, 0.1], [-0.1, -0.1, 0.1], [0.2, -0.3, 0.1], [0.3, 0.0, -0.1], [0.1, 0.2, -0.3], [-0.2, 0.2, 0.0], [-0.4, 0.0, 0.2]], "lowdin_charge": [-0.3194, 0.2232, -0.2208, -0.0022, -0.0411, -0.0134, 1.2867, -0.3885, -0.3831, -0.4705, -0.0249, -0.0343, -0.0335, -0.0257, -0.0373, -0.0337, -0.0299, -0.0431, 0.0018, -0.5085, -0.0068, -0.1340, -0.0173, -0.0880, -0.1001, -0.0855, -0.0108, 0.1230, 0.0976, 0.0941, 0.0981, 0.1279]}